ORCA calculation (ωB97M-V/def2-TZVPD) on a cluster of 10 separate species, C40H110N10O10 in total at a distorted geometry.

The geometry in XYZ format:
```
170
Properties=species:S:1:pos:R:3
C -7.01 -8.23 9.07
O -7.50 -9.06 10.13
C -7.16 -10.43 9.91
C -7.98 -11.30 10.94
C -9.48 -11.12 10.76
N -7.69 -10.90 12.26
H -5.99 -8.56 8.89
H -6.94 -7.23 9.49
H -7.57 -8.23 8.14
H -7.42 -10.79 8.91
H -6.08 -10.51 10.07
H -7.75 -12.36 10.86
H -9.74 -11.31 9.72
H -9.82 -10.11 10.99
H -10.07 -11.81 11.36
H -6.72 -11.05 12.51
H -7.78 -9.90 12.36
C -1.23 -13.14 12.28
O -2.55 -12.60 12.25
C -2.73 -11.22 12.44
C -4.24 -10.99 12.16
C -4.55 -9.47 12.29
N -5.08 -11.55 13.22
H -1.22 -14.20 12.01
H -0.75 -13.01 13.25
H -0.63 -12.64 11.52
H -2.34 -10.92 13.42
H -2.21 -10.63 11.69
H -4.45 -11.24 11.12
H -4.63 -9.19 13.34
H -5.53 -9.24 11.86
H -3.84 -8.74 11.88
H -4.69 -12.48 13.26
H -4.79 -11.17 14.11
C -3.79 -13.71 8.04
O -3.41 -12.43 7.50
C -3.32 -11.38 8.41
C -3.05 -10.04 7.67
C -1.81 -10.06 6.70
N -2.83 -9.09 8.72
H -3.18 -14.08 8.86
H -3.80 -14.48 7.27
H -4.78 -13.51 8.45
H -4.25 -11.17 8.95
H -2.48 -11.56 9.07
H -3.96 -9.80 7.12
H -1.73 -9.02 6.37
H -1.88 -10.78 5.89
H -0.92 -10.20 7.31
H -1.92 -9.27 9.11
H -2.83 -8.15 8.35
C -7.63 -8.29 15.07
O -7.54 -7.20 14.12
C -8.57 -7.33 13.15
C -8.84 -5.97 12.40
C -10.01 -5.98 11.37
N -7.64 -5.56 11.69
H -6.86 -8.12 15.82
H -7.40 -9.23 14.57
H -8.62 -8.28 15.52
H -8.28 -8.16 12.50
H -9.54 -7.62 13.55
H -9.01 -5.21 13.17
H -9.91 -5.14 10.68
H -10.99 -6.12 11.83
H -9.97 -6.93 10.82
H -6.96 -5.20 12.34
H -7.32 -6.44 11.32
C -7.26 -5.53 6.38
O -7.43 -4.24 7.01
C -7.41 -4.30 8.42
C -7.32 -2.85 9.05
C -6.40 -1.88 8.30
N -6.84 -2.88 10.44
H -6.46 -6.16 6.79
H -6.94 -5.41 5.34
H -8.20 -6.08 6.32
H -8.31 -4.78 8.78
H -6.57 -4.89 8.79
H -8.34 -2.46 9.03
H -6.34 -0.91 8.79
H -6.77 -1.62 7.31
H -5.34 -2.11 8.38
H -7.30 -3.68 10.83
H -5.87 -3.16 10.33
C -12.52 -15.16 9.82
O -11.20 -14.91 9.42
C -10.26 -15.36 10.36
C -8.87 -14.99 9.81
C -8.51 -15.86 8.64
N -7.86 -15.05 10.83
H -12.77 -14.55 10.69
H -12.73 -16.21 10.03
H -13.14 -14.98 8.94
H -10.35 -14.80 11.29
H -10.28 -16.42 10.61
H -8.96 -13.96 9.46
H -9.30 -15.80 7.89
H -8.47 -16.89 9.00
H -7.53 -15.72 8.20
H -8.20 -14.57 11.65
H -7.85 -15.99 11.20
C -11.17 -13.46 16.66
O -10.54 -12.40 15.95
C -10.01 -12.79 14.66
C -8.61 -13.45 14.77
C -7.63 -12.67 15.51
N -8.04 -13.56 13.38
H -12.10 -13.70 16.15
H -11.33 -13.05 17.65
H -10.42 -14.25 16.75
H -10.65 -13.49 14.12
H -10.08 -11.90 14.02
H -8.70 -14.45 15.21
H -8.14 -12.32 16.41
H -7.41 -11.73 14.99
H -6.70 -13.14 15.82
H -8.00 -12.65 12.95
H -7.05 -13.65 13.57
C -5.82 -8.06 3.67
O -6.25 -9.23 4.26
C -5.27 -10.27 4.33
C -5.93 -11.60 4.94
C -6.39 -11.31 6.38
N -5.05 -12.76 4.97
H -6.58 -7.28 3.76
H -5.63 -8.22 2.61
H -4.94 -7.67 4.17
H -4.99 -10.56 3.31
H -4.41 -9.98 4.93
H -6.72 -11.89 4.24
H -7.24 -10.64 6.37
H -5.68 -10.68 6.91
H -6.70 -12.17 6.98
H -4.45 -12.71 4.16
H -4.47 -12.58 5.78
C -12.54 -7.01 8.81
O -12.05 -8.21 8.14
C -11.04 -7.92 7.18
C -10.32 -9.21 6.68
C -9.30 -8.98 5.51
N -11.34 -10.19 6.28
H -11.76 -6.41 9.28
H -13.24 -7.24 9.61
H -12.95 -6.37 8.03
H -11.57 -7.38 6.40
H -10.34 -7.21 7.63
H -9.80 -9.65 7.53
H -8.78 -9.87 5.15
H -8.55 -8.23 5.74
H -9.81 -8.60 4.63
H -10.91 -11.10 6.19
H -11.99 -10.21 7.05
C -12.10 -9.23 13.31
O -12.92 -10.34 13.04
C -13.58 -10.84 14.21
C -14.72 -11.81 13.67
C -15.55 -12.48 14.79
N -14.19 -12.83 12.88
H -12.50 -8.43 13.93
H -11.82 -8.91 12.31
H -11.19 -9.53 13.83
H -12.84 -11.36 14.81
H -14.00 -10.05 14.82
H -15.41 -11.18 13.10
H -16.18 -13.28 14.40
H -16.17 -11.77 15.34
H -14.91 -13.05 15.46
H -14.85 -13.38 12.36
H -13.48 -12.54 12.21
```

As for the molecular weight: 891.4 g mol⁻¹. The SMILES is COC[C@H](C)N.COC[C@H](C)N.COC[C@H](C)N.COC[C@H](C)N.COC[C@H](C)N.COC[C@H](C)N.COC[C@H](C)N.COC[C@H](C)N.COC[C@H](C)N.COC[C@H](C)N. The energy relative to the best compared isomer or geometry (same formula, charge and spin) is 293.9 kJ/mol.